{
  "formula": "C24H19F5N2O5",
  "method": "ωB97M-V/def2-TZVPD",
  "elements": ["O", "C", "N", "C", "H", "C", "N", "C", "C", "H", "H", "H", "H", "C", "C", "C", "C", "C", "C", "C", "H", "O", "C", "O", "H", "H", "H", "H", "H", "H", "H", "H", "H", "C", "C", "C", "C", "O", "C", "H", "H", "O", "C", "C", "C", "C", "C", "C", "F", "F", "F", "F", "F", "H", "H"],
  "positions_angstrom": [[4.686948, 1.845821, -0.444580], [3.741328, 1.306629, -0.992037], [3.647945, -0.028046, -1.154856], [2.624780, -0.726637, -1.894691], [2.092779, -0.042742, -2.554043], [1.654237, -1.415127, -0.911216], [2.291085, -1.719018, 0.361424], [3.681734, -2.066539, 0.175376], [4.527231, -0.909962, -0.414688], [5.002330, -0.313813, 0.367005], [5.311789, -1.304043, -1.070871], [3.705493, -2.926695, -0.499585], [4.101926, -2.378515, 1.133290], [2.055661, -0.727257, 1.399940], [0.584848, -0.618683, 1.706307], [-0.012153, 0.619076, 1.882797], [-1.369113, 0.748438, 2.178735], [-2.095484, -0.410337, 2.287989], [-1.500843, -1.661926, 2.115499], [-0.168062, -1.791898, 1.822022], [0.290924, -2.754064, 1.676655], [-2.447889, -2.637694, 2.279850], [-3.619705, -1.971066, 2.691368], [-3.436015, -0.576810, 2.544234], [-4.470015, -2.303723, 2.082913], [-3.824998, -2.203866, 3.751255], [-1.830683, 1.710799, 2.330448], [0.590389, 1.510944, 1.797006], [2.447412, 0.270309, 1.155464], [2.576467, -1.077804, 2.298400], [1.292336, -2.349927, -1.351728], [0.792927, -0.775520, -0.725021], [3.129465, -1.474287, -2.517165], [2.572207, 2.097005, -1.470962], [2.474820, 3.220499, -2.242491], [1.102401, 3.564510, -2.264467], [0.466602, 2.644036, -1.482589], [1.352894, 1.754713, -0.999355], [-0.958530, 2.481179, -1.073068], [-1.067733, 2.689221, -0.001847], [-1.585946, 3.171363, -1.646044], [-1.314858, 1.123446, -1.336391], [-2.488037, 0.627015, -0.926553], [-3.561039, 1.318765, -0.356874], [-4.739692, 0.670544, 0.002875], [-4.886903, -0.692650, -0.207298], [-3.832645, -1.409025, -0.769184], [-2.661770, -0.755398, -1.115260], [-1.655054, -1.450850, -1.655702], [-3.952655, -2.721010, -0.972565], [-6.020212, -1.314272, 0.130610], [-5.733892, 1.376848, 0.537240], [-3.498344, 2.645442, -0.138762], [0.655081, 4.388591, -2.780695], [3.278229, 3.724012, -2.738119]],
  "atomic_forces_ev_per_a": [[0.0, 0.2, 0.0], [-0.1, 0.0, 0.0], [0.1, -0.2, 0.0], [-0.4, -0.1, 0.0], [0.1, -0.1, 0.0], [-0.1, -0.1, -0.2], [0.0, 0.0, 0.1], [0.1, 0.0, -0.1], [0.2, 0.0, 0.2], [0.0, -0.1, -0.1], [0.0, 0.0, 0.1], [0.1, 0.0, 0.0], [0.0, 0.0, -0.1], [0.0, 0.0, 0.1], [0.0, 0.2, 0.1], [0.2, -0.1, 0.0], [-0.4, -0.2, 0.2], [0.3, -0.4, 0.0], [-0.1, 0.6, 0.1], [-0.3, -0.1, 0.1], [0.1, -0.2, 0.0], [0.4, -0.1, -0.3], [-0.9, -0.5, 0.6], [0.3, 0.4, -0.1], [0.2, 0.1, 0.0], [0.1, 0.1, -0.2], [-0.1, 0.1, 0.0], [0.1, 0.1, 0.0], [0.0, 0.0, 0.1], [0.1, 0.1, 0.0], [-0.1, 0.1, -0.1], [0.0, 0.0, -0.1], [-0.1, 0.1, 0.0], [0.4, 0.9, -0.4], [0.3, -0.7, 0.4], [-0.4, -0.4, 0.4], [-0.4, 0.6, -0.5], [-0.1, -0.3, 0.3], [0.4, 0.2, 0.2], [-0.1, 0.0, -0.2], [0.1, -0.1, 0.1], [0.2, 0.0, -0.2], [-0.7, -0.4, 0.2], [0.0, -0.2, -0.1], [0.2, -0.3, -0.2], [0.2, 0.2, -0.1], [0.0, 0.3, 0.1], [0.0, 0.2, 0.0], [-0.2, 0.0, 0.1], [0.0, 0.1, 0.0], [0.1, 0.0, 0.0], [0.1, -0.1, 0.0], [0.0, -0.1, 0.0], [-0.2, 0.1, -0.1], [0.2, 0.1, -0.1]],
  "lowdin_charge": [0.083, -0.405, -0.051, -0.101, 0.128, -0.139, -0.161, -0.154, -0.105, 0.120, 0.127, 0.119, 0.120, -0.136, -0.208, -0.038, 0.003, -0.209, -0.191, 0.068, 0.132, 0.043, -0.151, 0.027, 0.132, 0.144, 0.124, 0.115, 0.120, 0.136, 0.124, 0.098, 0.128, -0.174, 0.022, 0.009, -0.225, 0.083, -0.075, 0.130, 0.145, 0.022, -0.143, -0.127, -0.142, -0.152, -0.139, -0.122, 0.127, 0.133, 0.123, 0.135, 0.097, 0.113, 0.119],
  "multiplicity": 1
}

{
  "formula": "C24H19IN5O3PbSTe",
  "method": "ωB97M-V/def2-TZVPD",
  "elements": ["Pb", "O", "C", "N", "C", "C", "C", "C", "C", "C", "N", "C", "O", "C", "C", "C", "C", "C", "N", "C", "C", "C", "C", "C", "N", "H", "H", "H", "H", "H", "H", "H", "H", "H", "H", "H", "H", "N", "C", "O", "C", "I", "H", "H", "H", "H", "Te", "C", "C", "C", "C", "S", "H", "H", "H"],
  "positions_angstrom": [[0.911667, -0.480614, -1.011091], [0.362146, 2.254730, 2.530650], [0.051811, 1.155198, 2.135758], [-0.925020, 0.948389, 1.174531], [-1.341671, 2.078996, 0.403488], [-1.687548, 3.272877, 1.026999], [-2.009776, 4.377767, 0.258829], [-1.984622, 4.285773, -1.125658], [-1.675414, 3.090637, -1.748400], [-1.367306, 1.960981, -0.989101], [-1.078962, 0.688317, -1.545968], [-1.833554, 0.314099, -2.622957], [-2.717950, 0.957580, -3.153944], [-1.577923, -1.080380, -3.156249], [-2.447025, -1.612501, -4.096333], [-2.198841, -2.887710, -4.571859], [-1.095142, -3.587205, -4.105759], [-0.277937, -2.979125, -3.172120], [-0.522796, -1.753415, -2.705146], [0.826713, -0.020469, 2.654576], [0.968140, -0.233416, 4.015957], [1.790300, -1.267398, 4.423122], [2.460003, -2.019725, 3.465603], [2.287684, -1.696447, 2.131864], [1.477937, -0.715233, 1.728430], [-1.682260, 3.332275, 2.102134], [-2.274629, 5.306415, 0.742000], [-2.233467, 5.148200, -1.727993], [-1.689769, 3.019271, -2.822556], [-3.281242, -1.014482, -4.427388], [-2.859490, -3.332347, -5.303122], [-0.868964, -4.582847, -4.454498], [0.596696, -3.482893, -2.781949], [0.447131, 0.396066, 4.721614], [1.914345, -1.484987, 5.474540], [3.117752, -2.830141, 3.743585], [2.820120, -2.238305, 1.359817], [4.508538, 1.571336, -3.609612], [3.712205, 1.355855, -2.557951], [3.020458, 0.348323, -2.456242], [3.751630, 2.417103, -1.471254], [1.788794, 2.810766, -0.826834], [4.558548, 0.874580, -4.336380], [5.076792, 2.397072, -3.676547], [4.187247, 3.359155, -1.789337], [4.305169, 2.032686, -0.616452], [-1.775816, -0.876685, 0.660064], [-1.779899, -1.590969, 2.597872], [-1.209871, -2.765667, 3.013016], [-1.456817, -3.032309, 4.384933], [-2.200149, -2.051272, 4.971800], [-2.639412, -0.833480, 3.862466], [-0.623882, -3.407026, 2.373708], [-1.097325, -3.901085, 4.910786], [-2.527342, -1.996309, 5.994574]],
  "atomic_forces_ev_per_a": [[-0.1, 0.0, -0.2], [0.2, 0.1, 0.2], [-0.3, 0.0, -0.1], [0.4, -0.2, -0.2], [-0.1, 0.1, 0.2], [-0.1, 0.1, -0.1], [0.0, -0.1, 0.0], [0.0, 0.0, 0.0], [0.0, 0.0, 0.1], [-0.1, 0.0, 0.0], [0.3, 0.1, -0.2], [-0.2, -0.1, -0.1], [-0.1, 0.0, 0.0], [0.0, 0.1, 0.0], [0.1, 0.0, 0.0], [-0.1, 0.0, 0.0], [0.0, 0.0, 0.1], [-0.1, 0.0, 0.0], [0.3, 0.0, 0.1], [0.0, 0.1, 0.0], [0.1, -0.1, 0.0], [0.0, -0.1, 0.0], [0.0, 0.1, 0.0], [-0.1, 0.0, 0.1], [0.0, -0.2, 0.0], [0.0, 0.0, 0.0], [0.0, 0.1, 0.0], [0.0, 0.0, 0.0], [0.0, 0.0, 0.0], [0.0, 0.0, 0.0], [0.0, 0.0, 0.0], [0.0, -0.1, 0.0], [0.1, 0.0, 0.0], [0.0, 0.0, 0.0], [0.0, 0.0, 0.0], [0.0, 0.0, 0.0], [0.0, 0.0, -0.1], [0.0, 0.0, 0.0], [0.2, 0.2, 0.1], [-0.1, -0.2, -0.1], [0.1, -0.2, -0.1], [-0.3, 0.2, 0.2], [0.0, 0.0, 0.0], [0.0, 0.0, -0.1], [0.0, 0.0, -0.1], [0.0, 0.0, 0.0], [-0.2, 0.1, 0.0], [0.0, -0.2, 0.0], [0.0, 0.1, 0.1], [0.0, 0.1, -0.1], [0.0, -0.1, -0.1], [-0.1, 0.1, 0.2], [0.1, 0.0, -0.1], [0.0, -0.1, 0.0], [0.0, 0.0, 0.1]],
  "lowdin_charge": [1.274, 0.087, -0.505, -0.237, -0.316, -0.016, -0.062, -0.068, -0.050, -0.362, -0.187, -0.499, 0.079, -0.208, 0.028, -0.022, -0.035, -0.123, -0.043, -0.257, 0.005, -0.029, -0.038, -0.134, -0.007, 0.119, 0.110, 0.111, 0.116, 0.127, 0.120, 0.114, 0.114, 0.131, 0.120, 0.112, 0.109, 0.199, -0.654, -0.175, -0.530, 1.151, 0.131, 0.119, 0.050, 0.068, 1.456, -0.949, -0.240, -0.176, -0.394, 0.983, 0.102, 0.108, 0.073],
  "multiplicity": 1,
  "total_charge": 1
}

{
  "formula": "C24H19N2O",
  "method": "ωB97M-V/def2-TZVPD",
  "elements": ["C", "C", "C", "C", "O", "C", "C", "C", "C", "C", "C", "C", "C", "C", "C", "C", "C", "C", "C", "C", "H", "H", "H", "H", "H", "H", "H", "H", "H", "H", "H", "H", "H", "H", "H", "C", "C", "C", "C", "C", "N", "N", "H", "H", "H", "H"],
  "positions_angstrom": [[-2.160686, 1.885522, -5.592324], [-1.011437, 2.489659, -5.080763], [0.055230, 1.707036, -4.638437], [-0.067991, 0.317805, -4.746849], [0.883234, -0.487259, -4.092263], [0.840788, -0.475577, -2.694715], [0.111820, -1.473782, -2.033695], [0.135668, -1.516763, -0.650594], [0.839255, -0.584833, 0.133884], [0.798411, -0.699391, 1.573824], [1.247678, 0.407519, 2.384609], [1.660694, 0.109564, 3.700191], [2.269583, 1.076209, 4.509289], [2.485244, 2.381348, 4.028906], [2.051804, 2.705595, 2.732484], [1.311667, 1.779231, 1.977300], [1.642012, 0.339855, -0.582509], [1.587038, 0.448340, -1.962588], [-1.176924, -0.305739, -5.332910], [-2.249379, 0.498076, -5.717584], [-3.007540, 2.491212, -5.910216], [-0.941607, 3.571162, -4.999365], [0.947346, 2.146605, -4.179387], [-0.414728, -2.214522, -2.632379], [-0.398066, -2.318208, -0.176637], [0.949714, -1.722237, 1.995557], [1.517737, -0.906710, 4.068838], [2.584749, 0.797724, 5.518178], [3.035519, 3.108279, 4.652323], [2.310166, 3.691360, 2.318942], [0.798944, 2.139555, 1.067624], [2.314027, 0.991086, -0.036804], [2.169368, 1.197994, -2.504129], [-1.183087, -1.399063, -5.377258], [-3.137044, -0.002338, -6.102348], [-1.952271, -2.840429, 3.860623], [-2.125519, -3.348450, 2.565560], [-1.723723, -2.343784, 1.633962], [-1.280434, -1.188974, 2.342089], [-1.409525, -1.526496, 3.739875], [-1.230854, -0.607382, 4.759502], [-1.347071, -0.038546, 5.762405], [-2.135355, -3.323047, 4.835290], [-2.478304, -4.351507, 2.298735], [-1.821846, -2.460272, 0.561740], [-1.294305, -0.145429, 2.022021]],
  "atomic_forces_ev_per_a": [[-0.2, -0.1, -0.1], [0.1, -0.2, 0.0], [-0.3, -0.4, -0.1], [-0.4, 0.3, 0.7], [0.2, -0.1, 0.8], [-0.3, -0.1, -0.8], [0.5, 0.3, -0.1], [0.1, -0.3, -0.7], [-0.2, -0.4, -1.0], [1.3, -0.8, 0.2], [-0.3, 0.9, 1.0], [0.6, 0.5, 0.1], [-0.3, -0.1, -0.1], [0.3, -0.6, -0.3], [-0.3, -0.1, 0.2], [0.3, 0.0, -0.1], [-0.5, 0.5, 0.4], [0.2, -0.3, -0.2], [0.5, 0.3, 0.7], [0.4, -0.3, -0.1], [0.2, 0.0, 0.1], [-0.1, -0.2, -0.1], [-0.4, -0.2, -0.3], [0.1, 0.2, 0.2], [0.3, 0.1, -0.1], [-0.1, 1.2, -0.4], [0.2, 0.2, -0.1], [-0.1, 0.2, -0.4], [-0.4, -0.4, -0.5], [-0.5, -0.4, 0.2], [0.5, -0.4, 0.5], [-0.1, -0.1, -0.1], [-0.1, -0.4, 0.3], [-0.2, 0.4, -0.1], [0.1, 0.4, 0.0], [0.2, -0.3, 0.6], [0.5, 0.6, 0.2], [-0.6, 0.2, 1.1], [-0.4, 0.2, -0.8], [0.3, 1.0, 0.2], [-2.0, 0.7, 4.1], [1.2, -2.5, -5.1], [0.0, 0.2, -0.8], [0.2, 0.6, 0.3], [-0.3, 0.2, 0.5], [-0.3, -0.5, -0.2]],
  "lowdin_charge": [-0.084, -0.071, -0.012, -0.243, 0.000, -0.211, 0.046, -0.011, -0.183, 0.034, -0.226, -0.041, -0.055, -0.039, -0.048, -0.015, 0.001, 0.029, -0.006, -0.072, 0.107, 0.108, 0.113, 0.134, 0.076, 0.157, 0.118, 0.115, 0.125, 0.121, 0.130, 0.113, 0.130, 0.124, 0.110, 0.001, -0.046, -0.057, -0.100, -0.261, 0.073, 0.332, 0.128, 0.119, 0.095, 0.138],
  "multiplicity": 1,
  "total_charge": 1
}

Calculated values (Eh) of E_tot for the records, taken in order: -1910.92786 -2582.09013 -1110.29544.
Calculated values (eV) of E_LUMO for the records, taken in order: 0.42 -2.85 -5.25.